(1)
The following is a quantum chemistry calculation of C24H59BrN2O7Si2 as an isolated structure in a non-equilibrium geometry, from OMol25.

Cartesian coordinates (Å):
C: 3.334771 -1.831752 2.957502
C: 2.904660 -2.980134 3.498562
C: 1.759055 -2.969367 4.435671
O: 1.835784 -3.522274 5.511565
O: 0.713639 -2.225666 4.024857
C: -0.535256 -2.494707 4.673110
C: -1.346460 -3.579617 3.997718
C: -0.759443 -4.993223 4.107970
C: -0.503303 -5.717284 2.774128
C: 0.034703 -4.853443 1.629728
C: 0.664349 -5.722782 0.535440
Si: 1.793333 -4.743599 -0.592042
N: 1.595017 -5.081102 -2.294895
C: 1.117002 -6.445027 -2.657807
C: -0.227904 -6.343957 -3.355833
C: -1.407586 -5.971934 -2.457137
O: 1.431994 -3.108056 -0.361377
Si: 2.026667 -1.983913 -1.399363
N: 1.937282 -0.413076 -0.660456
Br: 0.768336 -1.782800 -3.264417
H: 4.311155 -1.740017 2.510250
H: 2.712135 -0.953283 2.937935
H: 3.418571 -3.906431 3.304015
H: -0.413147 -2.689212 5.731179
H: -1.108314 -1.576909 4.590639
H: -2.296115 -3.561959 4.527862
H: -1.580740 -3.301273 2.978511
H: 0.148473 -5.016111 4.697973
H: -1.474836 -5.604470 4.649141
H: -1.437457 -6.156215 2.430278
H: 0.178667 -6.543231 2.954721
H: -0.808285 -4.312841 1.211391
H: 0.724106 -4.092569 1.981185
H: 1.291920 -6.447773 1.054332
H: -0.092443 -6.294138 0.011779
H: 3.195615 -4.941034 -0.155157
H: 2.515625 -4.974359 -2.703822
H: 1.112449 -7.137662 -1.818774
H: 1.812163 -6.851350 -3.386023
H: -0.469187 -7.246883 -3.909316
H: -0.127136 -5.555628 -4.094782
H: -2.147051 -5.449790 -3.056152
H: -1.905710 -6.851862 -2.067073
H: -1.128473 -5.292945 -1.661643
H: 3.391247 -2.299643 -1.838648
H: 1.001299 -0.067892 -0.858031
H: 1.932402 -0.565378 0.345920
C: 1.675145 3.246414 1.797061
C: 1.526038 2.184259 2.873641
C: 1.166364 2.798628 4.217710
O: 2.733103 1.425446 2.988906
H: 2.475615 3.944419 2.052703
H: 1.936758 2.787731 0.843428
H: 0.756116 3.818067 1.669692
H: 0.751868 1.471079 2.581703
H: 1.954659 3.481126 4.546230
H: 1.064992 2.024361 4.979426
H: 0.230724 3.356427 4.159658
H: 3.437553 2.028700 3.243033
C: 0.336468 8.136126 -0.549620
C: 0.217893 7.076188 0.535025
C: -0.167026 7.688658 1.869875
O: 1.445774 6.354131 0.651523
H: 1.117988 8.857198 -0.294437
H: 0.610141 7.680553 -1.501759
H: -0.602276 8.677143 -0.678011
H: -0.534178 6.341573 0.245924
H: 0.596791 8.396466 2.207217
H: -0.251296 6.915803 2.634594
H: -1.120285 8.210074 1.799076
H: 2.131600 6.978447 0.906488
C: -0.730965 -1.168654 -7.714426
C: -0.665873 0.241976 -7.147489
C: 0.757705 0.779128 -7.152574
O: -1.194856 0.264894 -5.823976
H: -0.129710 -1.850347 -7.106338
H: -1.756698 -1.537795 -7.702539
H: -0.359787 -1.202709 -8.739911
H: -1.305675 0.900461 -7.736464
H: 1.401777 0.154283 -6.527859
H: 0.785909 1.788889 -6.742983
H: 1.171022 0.800241 -8.162261
H: -0.642674 -0.312238 -5.286613
C: -5.346387 6.806846 0.012063
C: -3.851339 6.528057 -0.005755
C: -3.556624 5.094984 -0.422879
O: -3.284150 6.794725 1.278263
H: -5.846553 6.155010 0.733428
H: -5.539792 7.836648 0.312728
H: -5.792483 6.640590 -0.969159
H: -3.360946 7.216269 -0.695753
H: -4.003915 4.392722 0.285937
H: -2.481992 4.910364 -0.431241
H: -3.952854 4.880768 -1.415962
H: -3.697237 6.200445 1.912059

Forces on the atoms, in the same order (eV/Å):
C -0.43 -0.76 0.10
C 0.26 1.23 -0.86
C 0.28 -0.22 0.59
O -0.36 0.08 -0.57
O 0.10 -0.62 -0.14
C -0.68 0.56 -0.07
C 0.16 -0.21 0.52
C -0.17 -0.38 -0.50
C -0.09 0.42 0.03
C -0.37 -0.34 0.07
C 0.41 0.33 0.17
Si -0.80 0.29 0.23
N 0.59 -0.82 1.01
C -0.04 0.38 -0.71
C -0.36 0.31 0.23
C -0.06 -0.02 -0.55
O 0.65 -0.54 -0.77
Si -0.48 0.88 0.19
N -0.49 -0.84 -0.02
Br 0.17 -0.10 0.22
H 0.03 -0.20 -0.41
H 0.11 0.34 0.51
H 0.26 -0.19 0.65
H 0.35 -0.19 0.15
H 0.10 0.32 -0.02
H -0.24 0.03 0.03
H 0.12 0.09 -0.30
H 0.15 0.24 0.10
H -0.03 -0.16 0.25
H -0.14 -0.20 -0.09
H 0.12 -0.18 0.08
H -0.03 0.30 -0.21
H 0.25 0.09 0.16
H 0.20 -0.24 -0.13
H -0.18 -0.09 -0.13
H 0.08 0.10 -0.06
H -0.06 0.26 -0.36
H -0.15 -0.06 0.20
H 0.23 -0.16 -0.02
H 0.09 -0.29 0.00
H 0.17 0.12 -0.21
H -0.21 0.09 -0.05
H 0.04 -0.15 0.39
H 0.09 0.08 0.23
H -0.01 -0.20 0.00
H 0.10 0.39 -0.11
H 0.30 0.26 0.16
C -0.03 -0.19 -0.10
C 0.19 0.44 0.07
C -0.05 -0.17 0.10
O -0.20 -0.26 -0.06
H -0.06 0.06 0.07
H -0.03 -0.02 -0.02
H 0.04 0.05 0.00
H 0.08 -0.10 0.01
H -0.02 0.07 -0.06
H -0.03 -0.01 -0.02
H 0.01 0.02 -0.01
H 0.05 0.06 0.00
C -0.01 -0.10 -0.14
C 0.20 0.41 0.10
C -0.01 -0.06 0.14
O -0.13 -0.22 -0.08
H -0.04 0.04 0.07
H -0.03 -0.02 0.00
H 0.01 0.02 0.02
H 0.05 -0.09 0.01
H 0.02 0.04 -0.10
H -0.05 -0.03 -0.03
H -0.02 -0.02 0.02
H 0.03 0.06 0.01
C -0.14 -0.02 -0.03
C 0.31 -0.25 0.10
C -0.01 0.13 0.01
O -0.16 0.13 -0.14
H 0.07 0.04 -0.02
H -0.01 0.03 -0.02
H 0.02 -0.01 0.01
H -0.07 0.03 0.07
H -0.01 -0.07 -0.04
H -0.03 0.01 -0.02
H 0.01 -0.02 0.00
H 0.03 -0.01 0.13
C 0.01 0.16 0.01
C -0.27 -0.34 0.14
C 0.15 0.02 -0.02
O 0.14 0.18 -0.16
H 0.01 -0.07 -0.04
H 0.02 0.01 -0.03
H -0.01 -0.02 0.00
H 0.08 0.06 0.07
H -0.08 0.02 -0.02
H 0.01 0.02 -0.03
H -0.01 -0.01 0.00
H -0.03 -0.04 0.04

Summary:
- multiplicity = 1
- net charge = 0
- energy (eV) = -128960.1516
- LUMO level (eV) = 0.5
- Kohn-Sham gap (eV) = 10.125

In elementary charge units, the Mulliken charges are: atom 1 (C): -0.497, atom 2 (C): -0.446, atom 3 (C): 0.737, atom 4 (O): -0.598, atom 5 (O): -0.186, atom 6 (C): -0.728, atom 7 (C): -0.656, atom 8 (C): -0.776, atom 9 (C): -0.960, atom 10 (C): -0.253, atom 11 (C): -0.670, atom 12 (Si): -0.271, atom 13 (N): -0.102, atom 14 (C): -0.781, atom 15 (C): -0.362, atom 16 (C): -0.896, atom 17 (O): 0.358, atom 18 (Si): -0.022, atom 19 (N): -0.417, atom 20 (Br): -0.117, atom 21 (H): 0.350, atom 22 (H): -0.021, atom 23 (H): 0.422, atom 24 (H): 0.399, atom 25 (H): 0.406, atom 26 (H): 0.424, atom 27 (H): 0.328, atom 28 (H): 0.379, atom 29 (H): 0.439, atom 30 (H): 0.374, atom 31 (H): 0.400, atom 32 (H): 0.300, atom 33 (H): 0.049, atom 34 (H): 0.525, atom 35 (H): 0.442, atom 36 (H): -0.155, atom 37 (H): 0.275, atom 38 (H): 0.269, atom 39 (H): 0.472, atom 40 (H): 0.378, atom 41 (H): 0.221, atom 42 (H): 0.335, atom 43 (H): 0.280, atom 44 (H): 0.109, atom 45 (H): -0.162, atom 46 (H): 0.262, atom 47 (H): 0.177, atom 48 (C): -1.302, atom 49 (C): 0.757, atom 50 (C): -1.469, atom 51 (O): -0.494, atom 52 (H): 0.320, atom 53 (H): 0.339, atom 54 (H): 0.297, atom 55 (H): 0.185, atom 56 (H): 0.362, atom 57 (H): 0.330, atom 58 (H): 0.383, atom 59 (H): 0.295, atom 60 (C): -1.460, atom 61 (C): 1.133, atom 62 (C): -1.245, atom 63 (O): -0.482, atom 64 (H): 0.394, atom 65 (H): 0.344, atom 66 (H): 0.361, atom 67 (H): -0.347, atom 68 (H): 0.415, atom 69 (H): 0.235, atom 70 (H): 0.329, atom 71 (H): 0.318, atom 72 (C): -1.144, atom 73 (C): 0.347, atom 74 (C): -1.143, atom 75 (O): -0.516, atom 76 (H): 0.271, atom 77 (H): 0.307, atom 78 (H): 0.355, atom 79 (H): 0.286, atom 80 (H): 0.278, atom 81 (H): 0.304, atom 82 (H): 0.357, atom 83 (H): 0.243, atom 84 (C): -1.415, atom 85 (C): 0.520, atom 86 (C): -1.236, atom 87 (O): -0.473, atom 88 (H): 0.365, atom 89 (H): 0.332, atom 90 (H): 0.378, atom 91 (H): 0.252, atom 92 (H): 0.335, atom 93 (H): 0.282, atom 94 (H): 0.369, atom 95 (H): 0.314

(2)
The following is a quantum chemistry calculation of C14H22ClI2O3P2Rh as an isolated structure in a non-equilibrium geometry, from OMol25.

Cartesian coordinates (Å):
I: -3.192062 0.096007 -1.573211
I: 2.231738 0.103907 -0.933711
Rh: -0.461062 0.099907 -1.408411
P: -0.433062 -2.272593 -1.629511
C: -0.631162 -3.172593 -0.053111
C: -1.733262 -2.942993 -2.718211
H: -1.518562 -3.994493 -2.934811
H: 0.933738 -4.001293 -2.625011
H: -1.736962 -2.360793 -3.643211
H: 1.318438 -2.371293 -3.268111
H: -1.584662 -2.889393 0.401589
H: -2.708762 -2.845893 -2.239511
C: 1.090938 -2.948393 -2.368311
H: -0.612262 -4.254593 -0.216011
H: 1.922438 -2.848693 -1.669111
H: 0.181338 -2.892093 0.623089
P: -0.452662 2.471807 -1.638011
C: -0.662662 3.374907 -0.064911
C: 1.066138 3.159107 -2.376811
H: -1.761762 2.536307 -3.649611
H: -1.546262 4.177507 -2.957311
H: -2.731162 3.032207 -2.247711
C: -1.757362 3.127407 -2.730311
H: 1.295038 2.587107 -3.279711
H: 0.902838 4.212107 -2.628911
H: -0.653662 4.456607 -0.231211
H: 0.150138 3.104607 0.614989
H: 1.899838 3.060907 -1.680211
H: -1.615062 3.083807 0.387289
C: -0.678862 0.103007 0.428889
O: -0.814062 0.105107 1.575489
Cl: 0.252838 1.306707 6.565289
C: 0.716538 0.607207 5.022989
C: 0.724338 -0.777293 4.873989
C: 1.022438 -1.341693 3.635689
C: 1.304438 -0.536293 2.507189
C: 1.342338 0.867807 2.680289
C: 1.041838 1.428307 3.935289
C: 1.325138 -1.294593 1.189189
O: 2.115038 -2.355493 1.291389
O: 0.500638 -1.185393 -0.112511
H: 0.455738 -1.421093 5.704589
H: 0.950438 -2.420193 3.543489
H: 1.525638 1.521707 1.841189
H: 1.015338 2.503107 4.055589

Forces on the atoms, in the same order (eV/Å):
I -0.04 -0.03 -0.42
I 1.71 1.53 -1.63
Rh -1.03 2.35 -4.05
P -0.76 -2.96 -0.22
C -0.61 -0.70 0.02
C 0.20 0.47 -0.14
H -0.09 0.15 0.03
H -0.10 0.20 0.08
H -0.10 -0.22 -0.08
H 0.10 -0.24 -0.05
H -0.03 -0.16 0.00
H -0.01 -0.11 0.00
C 0.03 0.77 0.02
H -0.21 0.08 -0.12
H -0.08 -0.13 -0.04
H -0.76 -1.29 -0.38
P -0.04 1.36 0.11
C -0.02 -0.44 -0.06
C -0.12 -0.47 0.00
H -0.07 0.21 -0.04
H -0.09 -0.17 0.05
H -0.02 0.11 -0.02
C 0.19 -0.44 0.00
H 0.07 0.20 -0.02
H 0.02 -0.17 0.06
H 0.02 -0.16 -0.10
H -0.10 0.08 -0.03
H -0.04 0.10 -0.04
H 0.10 0.08 0.03
C -2.23 1.31 5.19
O -1.20 0.31 -2.71
Cl 0.32 -0.34 -0.98
C -0.09 0.09 0.15
C 0.10 0.14 -0.27
C -0.07 0.18 -0.27
C -0.82 0.82 0.05
C -0.32 -0.56 1.04
C 0.25 -0.42 -0.60
C 5.99 -6.46 2.44
O -5.03 5.69 -2.10
O 4.53 -1.06 5.33
H 0.10 0.10 -0.07
H 0.12 0.15 -0.13
H 0.12 0.08 -0.05
H 0.13 -0.02 0.02

Summary:
- multiplicity = 5
- energy above the lowest of the compared OMol25 structures with the same formula, charge and spin (kcal per mole) = 128.41
- net charge = +2
- energy (eV) = -71304.8253
- <S²> = 6.021
- LUMO level (spin up / spin down) (eV) = -8.5 / -10.5
- Kohn-Sham gap (spin up / spin down) (eV) = 5.772 / 3.807

In elementary charge units, the Mulliken charges are: atom 1 (I): 0.310, atom 2 (I): 0.321, atom 3 (Rh): -0.678, atom 4 (P): 1.164, atom 5 (C): -0.801, atom 6 (C): -1.244, atom 7 (H): 0.450, atom 8 (H): 0.472, atom 9 (H): 0.438, atom 10 (H): 0.404, atom 11 (H): 0.378, atom 12 (H): 0.365, atom 13 (C): -1.377, atom 14 (H): 0.602, atom 15 (H): 0.296, atom 16 (H): -0.034, atom 17 (P): 0.831, atom 18 (C): -1.065, atom 19 (C): -1.325, atom 20 (H): 0.436, atom 21 (H): 0.429, atom 22 (H): 0.371, atom 23 (C): -1.341, atom 24 (H): 0.421, atom 25 (H): 0.445, atom 26 (H): 0.459, atom 27 (H): 0.253, atom 28 (H): 0.330, atom 29 (H): 0.364, atom 30 (C): 0.957, atom 31 (O): -0.409, atom 32 (Cl): -0.153, atom 33 (C): 0.207, atom 34 (C): -0.692, atom 35 (C): -0.784, atom 36 (C): 0.672, atom 37 (C): 0.008, atom 38 (C): -0.761, atom 39 (C): -0.084, atom 40 (O): -0.468, atom 41 (O): 0.049, atom 42 (H): 0.433, atom 43 (H): 0.459, atom 44 (H): 0.450, atom 45 (H): 0.441